No. 1
Below is a cluster of 2 separate species, C19H36N2O3P in total in a non-equilibrium geometry, with properties calculated with wB97M-V/def2-TZVPD.

Summary:
Orbital gap in Ha: 0.24960
Calculated total energy in Eh: -1421.680338
LUMO energy in eV: -3.41
HOMO energy in eV: -10.205

Geometry as ORCA input:
```
! RIJCOSX wB97M-V def2-TZVPD def2/J DEFGRID3
* xyz 1 1
C 2.564 1.491 1.544
C 4.077 1.584 0.856
P 4.115 2.569 -0.782
C 3.308 1.624 -2.232
C 1.677 1.475 -2.144
C 3.431 4.339 -0.571
C 4.150 5.539 -1.080
N 5.468 5.669 -1.825
C 3.272 6.858 -0.658
O 3.753 8.125 -0.648
O 1.946 6.352 -0.268
C 2.090 4.936 0.159
O 1.233 4.385 1.029
H 1.720 1.507 0.732
H 2.458 2.372 2.343
H 2.501 0.493 2.192
H 4.728 2.205 1.640
H 4.507 0.503 0.701
H 3.634 2.075 -3.289
H 3.744 0.513 -2.240
H 1.257 1.634 -3.244
H 1.285 2.261 -1.371
H 1.460 0.374 -1.744
H 5.895 6.609 -1.577
H 5.321 5.705 -2.867
C -5.140 -3.027 1.321
C -3.929 -3.832 0.879
C -2.681 -3.585 1.725
C -2.073 -2.184 1.765
N -1.480 -1.602 0.459
C -2.517 -0.984 -0.481
C -2.935 0.318 0.181
C -1.728 0.794 0.967
C -0.689 -0.309 0.863
C -0.477 -2.553 -0.236
C -1.055 -3.516 -1.279
C -0.931 -4.992 -0.911
H -4.946 -1.952 1.305
H -5.983 -3.223 0.650
H -5.445 -3.308 2.334
H -3.735 -3.655 -0.177
H -4.185 -4.896 0.954
H -1.904 -4.306 1.464
H -2.944 -3.841 2.762
H -1.235 -2.224 2.474
H -2.792 -1.463 2.164
H -2.015 -0.785 -1.437
H -3.353 -1.662 -0.638
H -3.778 0.153 0.860
H -3.264 1.057 -0.557
H -1.998 0.981 2.013
H -1.333 1.734 0.567
H -0.130 -0.492 1.785
H 0.010 -0.071 0.053
H 0.093 -3.054 0.556
H 0.228 -1.908 -0.776
H -0.459 -3.383 -2.193
H -2.080 -3.289 -1.573
H -0.053 -5.189 -0.291
H -0.844 -5.598 -1.820
H -1.815 -5.351 -0.387
*
```

No. 2
Below is a cluster of 4 separate species, C19H37BN4O5 in total in a non-equilibrium geometry, with properties calculated with wB97M-V/def2-TZVPD.

Summary:
Orbital gap in Ha: 0.35398
Calculated total energy in Eh: -1366.333195
Energy relative to the best compared isomer or geometry (same formula, charge and spin) in kcal/mol: 0.0
SMILES: CCOC(=O)N(CCCOC)B(O)O.CCCC#N.CCCC#N.CCCC#N
LUMO energy in eV: 0.07
HOMO energy in eV: -9.565

Geometry as ORCA input:
```
! RIJCOSX wB97M-V def2-TZVPD def2/J DEFGRID3
* xyz 0 1
C -4.874 1.362 -0.128
C -4.692 1.195 1.371
O -4.000 -0.008 1.753
C -2.904 -0.329 0.991
O -2.990 -1.046 0.055
N -1.716 0.265 1.446
C -1.067 1.149 0.440
C -0.609 0.404 -0.816
C 0.507 1.139 -1.558
O 1.347 0.160 -2.155
C 2.576 0.687 -2.641
B -1.723 0.693 2.842
O -1.328 1.983 3.203
O -1.988 -0.254 3.795
H -3.979 1.754 -0.623
H -5.680 2.085 -0.301
H -5.154 0.411 -0.588
H -5.666 1.115 1.863
H -4.186 2.071 1.810
H -1.717 2.002 0.182
H -0.187 1.576 0.932
H -0.261 -0.591 -0.533
H -1.460 0.246 -1.488
H 1.100 1.760 -0.876
H 0.093 1.789 -2.349
H 2.832 0.162 -3.566
H 3.383 0.551 -1.910
H 2.492 1.753 -2.885
H -1.951 2.639 2.864
H -2.560 0.075 4.499
C 0.923 -2.592 -5.304
C -0.042 -1.615 -4.644
C -0.301 -0.368 -5.499
C 0.928 0.389 -5.741
N 1.902 0.970 -5.935
H 1.903 -2.137 -5.452
H 1.058 -3.476 -4.682
H 0.552 -2.920 -6.278
H 0.346 -1.299 -3.674
H -1.002 -2.104 -4.464
H -1.009 0.296 -4.999
H -0.727 -0.638 -6.468
C 3.951 2.873 4.255
C 2.433 2.799 4.145
C 1.951 1.515 3.458
C 2.445 1.430 2.085
N 2.804 1.397 0.992
H 4.417 2.883 3.269
H 4.257 3.779 4.778
H 4.345 2.016 4.805
H 2.058 3.664 3.595
H 1.986 2.834 5.139
H 0.863 1.491 3.403
H 2.287 0.629 3.998
C -0.080 -4.345 1.530
C 0.029 -3.111 0.644
C 1.456 -2.551 0.576
C 1.932 -2.139 1.896
N 2.306 -1.808 2.932
H 0.184 -4.112 2.563
H -1.099 -4.731 1.527
H 0.583 -5.141 1.183
H -0.646 -2.336 1.009
H -0.285 -3.353 -0.374
H 1.511 -1.681 -0.084
H 2.143 -3.306 0.187
*
```

No. 3
Below is a cluster of 3 separate species, C19H37BO8P in total in a non-equilibrium geometry, with properties calculated with wB97M-V/def2-TZVPD.

Summary:
Orbital gap in Ha: 0.19390
Calculated total energy in Eh: -1714.242839
LUMO energy in eV: 2.15
HOMO energy in eV: -3.124

Geometry as ORCA input:
```
! RIJCOSX wB97M-V def2-TZVPD def2/J DEFGRID3
* xyz -1 1
C 2.378 4.699 0.741
C 2.582 4.109 -0.300
C 2.834 3.354 -1.638
B 3.194 1.743 -1.392
C 1.729 0.965 -1.145
C 1.811 -0.083 0.036
C 0.446 -0.827 0.404
C -0.847 -0.242 -0.292
C -2.200 -0.897 0.211
C -3.108 0.035 1.112
O -3.094 1.437 0.760
C -3.514 1.668 -0.550
C -4.814 1.072 -1.195
O -2.797 2.359 -1.240
P 3.971 1.146 -3.066
O 4.498 -0.469 -2.758
O 2.781 1.216 -4.293
H 2.295 5.081 1.776
H 3.622 3.853 -2.268
H 1.878 3.346 -2.254
H 3.903 1.563 -0.445
H 1.014 1.795 -0.840
H 1.376 0.517 -2.130
H 2.165 0.473 0.949
H 2.595 -0.875 -0.190
H 0.570 -1.941 0.213
H 0.320 -0.747 1.534
H -0.849 0.878 -0.255
H -0.756 -0.511 -1.392
H -2.825 -1.349 -0.622
H -1.908 -1.780 0.867
H -4.170 -0.371 1.025
H -2.824 -0.050 2.203
H -4.823 1.404 -2.274
H -4.798 -0.061 -1.222
H -5.745 1.484 -0.720
H 4.685 -0.539 -1.802
H 2.135 0.478 -4.225
O 0.185 -4.064 -3.179
C 1.297 -4.236 -3.611
O 1.797 -5.486 -3.702
C 3.012 -5.814 -4.382
C 4.211 -5.648 -3.471
C 2.181 -3.070 -3.966
H 3.110 -5.245 -5.309
H 2.924 -6.863 -4.673
H 4.330 -4.613 -3.149
H 5.127 -5.959 -3.979
H 4.088 -6.250 -2.568
H 2.702 -2.724 -3.073
H 1.553 -2.264 -4.346
H 2.900 -3.292 -4.752
O -0.935 1.123 4.425
C -1.753 1.728 5.068
O -2.561 1.075 5.930
C -3.414 1.724 6.877
C -4.749 2.080 6.256
C -1.954 3.205 4.854
H -2.918 2.588 7.327
H -3.573 1.006 7.684
H -4.634 2.790 5.436
H -5.416 2.519 7.002
H -5.225 1.189 5.841
H -2.648 3.357 4.027
H -0.992 3.650 4.599
H -2.310 3.732 5.738
*
```

> Look up the orbital gap of the first one.

0.24960 Ha